{"formula": "C4H4O3", "method": "ωB97M-V/def2-TZVPD", "species": ["C", "C", "O", "C", "O", "C", "O", "H", "H", "H", "H"], "xyz": [[-1.785, 0.120, -0.253], [-0.413, -0.146, -0.359], [-0.048, -0.224, -1.586], [0.605, -0.214, 0.762], [0.272, -0.433, 1.902], [2.068, 0.119, 0.462], [2.410, 0.764, -0.493], [-2.205, 0.607, 0.623], [-2.424, -0.648, -0.694], [-1.244, 0.274, -1.621], [2.764, -0.219, 1.255]], "max_force_ev_per_a": 0.627, "e_tot_ha": -380.38533}